Below is a structure of composition C14H8Cl2IN2OPtSbSe4, with properties calculated with wB97M-V/def2-TZVPD.

Results
* charge: -2
* electronic energy: -323994.585 eV
* ΔE to the lowest compared entry with this formula, charge and spin: 6.05 kcal per mole
* E_HOMO (spin up / spin down): -0.94 / -1.57 eV
* multiplicity: 3
* orbital gap (spin up / spin down): 4.7 / 5.4 eV
* LUMO energy (spin up / spin down): 3.793 / 3.785 eV
* molecular weight: 1050.72 g mol⁻¹

Each line ends with the Löwdin spin population.
Element x y z (Å)
Pt: -1.19698 0.53415 0.14563  1.173
Cl: 0.40150 0.74314 5.13958  0.002
C: 1.31201 1.03887 3.68367  0.008
C: 2.64299 1.44904 3.79786  0.000
C: 3.38978 1.73190 2.68875  0.005
Cl: 5.03201 2.32736 2.88636  0.001
C: 2.85145 1.56445 1.39230  0.000
C: 3.52762 1.84027 0.18249  0.017
C: 2.92951 1.53442 -1.00555  0.001
C: 1.65793 0.93549 -1.00739  0.025
N: 0.97936 0.74215 0.09833  0.033
C: 1.53063 1.07940 1.29245  0.005
C: 0.66251 0.90282 2.44639  0.010
O: -0.57031 0.63849 2.30481  0.116
H: 3.07811 1.55773 4.78237  0.000
H: 4.50754 2.29794 0.21427  0.001
H: 3.41784 1.73923 -1.94894  0.000
H: 1.17961 0.61224 -1.92284  0.001
Se: -3.65005 0.66255 -4.09150  0.003
Sb: -3.72261 1.71247 -1.89140  0.014
Se: -3.58234 -0.00993 0.00389  0.152
Se: -1.44728 2.65395 -1.20224  0.358
Se: -5.50818 3.32748 -1.65071  0.005
I: 0.52900 -2.85199 1.08951  0.013
C: -0.84349 -2.76683 -0.50922  0.019
C: -1.82704 -3.73870 -0.59761  0.001
C: -2.69434 -3.66177 -1.67764  0.005
C: -2.51507 -2.66346 -2.61859  0.000
C: -1.48605 -1.75807 -2.42956  0.008
N: -0.68182 -1.78181 -1.36194  0.021
H: -1.91455 -4.50593 0.15798  0.000
H: -3.50544 -4.37344 -1.77411  0.000
H: -3.16224 -2.55632 -3.47730  0.000
H: -1.32161 -0.95730 -3.14009  0.000

=====

Below is the ion C24H39N5PS2 with charge +1, with properties calculated with wB97M-V/def2-TZVPD.

Results
* charge: +1
* electronic energy: -63921.485 eV
* E_HOMO: -9.92 eV
* orbital gap: 5.5 eV
* LUMO energy: -4.459 eV
* molecular weight: 492.72 g mol⁻¹

Each line ends with the Mulliken charge.
Element x y z (Å)
C: 2.96451 -3.67204 1.02709  -1.121
C: 4.36937 -3.05623 1.09726  -0.288
C: 4.42747 -1.74587 1.88211  -0.588
C: 3.47568 -0.65483 1.41235  -0.994
N: 3.75052 -0.03925 0.08741  0.333
C: 2.81894 -0.46059 -0.94652  -0.766
C: 1.46722 0.27983 -0.75298  -0.933
C: 0.23786 -0.61801 -0.99253  -0.024
C: -0.74103 0.01626 -2.02105  -1.693
C: -2.18673 -0.24489 -1.76505  1.156
C: -3.05666 0.80130 -1.55723  -0.683
C: -4.41433 0.57382 -1.30615  0.458
C: -5.33527 1.71630 -1.01347  -1.196
C: -5.76086 1.64479 0.44696  0.580
C: -4.77092 1.68455 1.43178  -0.353
C: -5.09778 1.59000 2.77704  -0.794
C: -6.42774 1.45101 3.15029  -0.627
C: -7.42120 1.43728 2.17658  -0.763
C: -7.10842 1.53077 0.81628  0.989
C: -8.25135 1.52818 -0.16571  -1.549
N: -4.81605 -0.69165 -1.32144  0.902
N: -6.18996 -0.95851 -1.12267  -0.678
N: -4.03894 -1.74580 -1.51975  -1.118
C: -2.76364 -1.54242 -1.71461  0.295
P: -1.78459 -3.10101 -1.86877  0.166
N: -1.22615 -3.49373 -0.45921  -0.575
C: 5.07871 0.02435 -0.29475  0.003
S: 5.74921 -0.64559 -1.62422  -0.281
S: 6.05973 0.98006 0.84537  -0.152
C: 7.35509 1.66704 -0.22592  -0.743
C: 8.29435 2.51981 0.63592  -0.500
C: 8.07923 4.03563 0.48281  -1.083
H: 2.38999 -3.42976 1.91749  0.289
H: 3.06988 -4.75361 1.00253  0.425
H: 2.43856 -3.40184 0.11629  0.186
H: 4.98714 -3.75804 1.65618  0.381
H: 4.82620 -2.97507 0.11524  0.201
H: 5.44617 -1.38649 1.98942  0.279
H: 4.10984 -1.99776 2.89620  0.542
H: 2.48485 -1.09872 1.35226  0.473
H: 3.41616 0.11915 2.17668  0.138
H: 3.18932 -0.21761 -1.93177  0.582
H: 2.61569 -1.53169 -0.92053  -0.027
H: 1.45630 1.09917 -1.46961  0.429
H: 1.43386 0.74963 0.22438  0.405
H: 0.55779 -1.58631 -1.35440  0.281
H: -0.29496 -0.72987 -0.05452  0.363
H: -0.56835 1.08038 -2.12845  0.620
H: -0.51315 -0.40627 -3.00383  0.416
H: -2.69442 1.81555 -1.57657  0.418
H: -4.75967 2.62024 -1.17838  0.489
H: -6.18878 1.71660 -1.67860  0.438
H: -3.73588 1.79173 1.13185  0.452
H: -4.32263 1.60383 3.52693  0.404
H: -6.67759 1.35921 4.19489  0.407
H: -8.44984 1.33728 2.48665  0.403
H: -8.01931 0.94722 -1.05027  0.333
H: -8.46809 2.54780 -0.48238  0.315
H: -9.14151 1.12278 0.29727  0.428
H: -6.45330 -1.58932 -1.87391  0.282
H: -6.26705 -1.46638 -0.24581  0.288
H: -0.80528 -2.82220 -2.83765  0.116
H: -2.67746 -4.06087 -2.37106  0.122
H: -1.57203 -4.39842 -0.16682  0.257
H: 7.90205 0.84818 -0.67423  0.455
H: 6.85969 2.25007 -0.99209  0.374
H: 9.30394 2.29533 0.30177  0.332
H: 8.26522 2.21697 1.67779  0.413
H: 8.93908 4.49951 0.00996  0.299
H: 7.96941 4.51939 1.44881  0.266
H: 7.21190 4.25966 -0.12889  0.347

=====

- charge of number 1 (C14H8Cl2IN2OPtSbSe4)?
  -2

=====

- Which formula does entry 1 have?
  C14H8Cl2IN2OPtSbSe4

=====

- Among the records above, which one has the highest electronic energy?
  C24H39N5PS2